(1)
Computed, not measured: a molecular structure, C28H56AlK2O25P, with ωB97M-V/def2-TZVPD.

Geometry as XYZ:
```
113
Properties=species:S:1:pos:R:3
H -25.28369 -23.63630 19.55467
H -24.97414 -18.78594 21.81171
H -24.58944 -25.51049 14.41208
O -22.03274 -26.52938 24.59079
O -23.20883 -24.95895 23.41595
H -25.67104 -23.98392 23.09048
O -17.87009 -26.56258 15.20251
H -16.09748 -28.98936 14.17717
H -21.43759 -30.61915 23.27281
H -18.65022 -23.02487 18.63738
O -21.39376 -29.43027 21.55902
O -16.27814 -26.89192 13.56204
O -20.89136 -24.51475 18.38981
H -24.93346 -25.35757 17.68577
H -18.97498 -30.09615 11.74463
C -21.87389 -28.47754 20.69337
H -25.64103 -20.06622 22.81068
H -25.76841 -27.28426 20.74863
C -19.31450 -29.43476 12.54174
H -24.82494 -22.62675 18.21830
O -20.62577 -28.85599 12.43415
O -26.67955 -26.28330 18.06614
H -18.14897 -22.36186 17.22709
H -21.38674 -28.91348 23.54915
H -14.05414 -26.40051 20.11317
H -24.72405 -25.77013 24.50250
C -29.36026 -24.99757 17.84449
C -25.65409 -22.85858 18.88679
H -27.90982 -18.80854 22.62571
H -19.22718 -24.06812 12.62482
H -15.63197 -27.13509 20.39087
H -17.88571 -21.42109 18.78652
H -22.15090 -25.90226 14.28223
H -20.46768 -24.68937 20.95031
O -22.79344 -23.42498 16.96398
C -17.38891 -26.33100 14.07594
H -29.62200 -25.57166 16.95568
C -15.27906 -26.41994 18.38125
H -20.50886 -23.82392 22.42417
O -20.86032 -24.72424 15.99054
C -14.13672 -28.01477 13.82693
H -27.20398 -17.72973 21.56376
O -15.48353 -25.01442 18.57575
O -21.16523 -25.76254 22.67797
O -21.41318 -28.33212 19.56704
O -22.36533 -26.12409 17.36270
H -23.70638 -24.43412 25.29024
C -25.53991 -21.18523 20.45790
H -21.96724 -24.13060 21.60283
O -26.29233 -20.19365 20.93689
O -22.35969 -27.74598 13.14557
C -17.84782 -22.38258 18.27447
O -16.62213 -23.09558 18.45933
C -24.24159 -26.32205 13.77296
C -21.78031 -29.66724 22.86721
H -24.83230 -22.78366 24.11641
C -19.02726 -24.85080 13.35662
H -26.42430 -23.32278 18.27085
H -19.22484 -29.96943 13.48736
H -30.21588 -24.34576 18.02101
O -24.45043 -21.48822 20.81929
H -24.33755 -25.99385 12.73798
O -27.25337 -28.44360 17.55449
H -13.52775 -28.61569 14.50233
C -16.67045 -24.42457 18.22973
H -28.32514 -25.27504 19.80195
H -19.01059 -24.36516 14.33232
H -15.64926 -27.77272 15.32737
H -22.85815 -29.82874 22.85037
H -25.94312 -23.94991 24.90252
K -21.80618 -22.06681 18.88133
C -25.46482 -26.23705 17.32208
H -18.58532 -28.62484 12.56261
H -29.92129 -25.84255 19.74595
C -24.95827 -26.57668 20.92503
O -17.81846 -25.50207 13.12125
H -14.58105 -26.53544 17.55207
H -13.73094 -27.00324 13.84312
C -22.14570 -25.82639 23.66624
H -24.99541 -27.09027 13.94524
O -22.93543 -27.77210 21.26937
H -24.92390 -26.59075 22.01440
H -16.15696 -26.98340 18.06517
Al -19.72396 -27.02214 17.44130
C -22.83577 -26.72755 14.08737
H -26.69658 -17.72858 23.29042
C -21.07843 -28.08179 13.41213
O -28.56331 -27.14632 18.87117
H -22.88556 -27.28910 15.02026
C -24.21596 -24.81090 24.40341
H -28.52851 -24.39519 17.47920
O -17.62420 -25.05111 17.87923
C -27.45842 -27.35296 18.12837
H -23.22011 -25.72417 20.54942
C -15.65782 -27.99544 14.26040
O -20.43262 -27.74186 14.37987
H -13.96612 -28.33137 12.79797
C -21.02986 -24.61234 21.88097
C -26.94414 -18.34426 22.42570
H -23.76887 -27.05575 19.43023
H -19.84544 -25.57023 13.32362
C -25.24978 -23.78977 24.07686
H -24.77289 -27.05523 17.52186
O -26.25188 -21.82341 19.58883
C -25.88031 -19.35463 22.02045
C -29.00387 -25.83361 19.15742
K -21.09157 -22.10298 15.43692
H -25.25944 -25.57540 20.61711
C -14.82502 -27.02809 19.66597
H -25.75993 -26.05588 16.28855
P -21.86739 -24.66680 17.12108
H -14.21616 -27.91092 19.47104
C -23.55243 -26.75808 20.45621
```

The net charge is +2. The relative energy (zero: lowest compared OMol25 entry of this formula, charge and spin) comes out at 377.32 kJ/mol. Its LUMO energy is -11.45 eV. For the orbital gap, the calculation gives 2.600 eV. The calculation puts the electronic energy at -4764.615105 a.u.

***

(2)
Computed, not measured: 12 unconnected molecules or ions with the total composition C28H56Br2N8O21, with ωB97M-V/def2-TZVPD.

Geometry as XYZ:
```
115
Properties=species:S:1:pos:R:3
H -1.97851 -1.04908 1.04710
H 5.98999 -1.06816 -0.86697
H -2.21068 4.31342 4.41774
C 5.72834 -0.04546 -0.59545
H 6.32998 0.67230 -1.15307
O 4.59251 2.02493 1.93399
H 1.63523 3.14297 -3.98294
O 2.71629 2.95578 1.90421
N -2.29322 3.77315 2.45029
N -5.37931 1.11860 -5.31013
O -0.35050 3.54934 -3.66440
C 1.33755 4.06103 -2.10839
H -0.37373 2.01090 -0.46198
C -2.30655 -2.10102 -1.66863
O 1.13591 -3.75370 -0.98128
H -1.28468 -5.78831 2.41395
H 0.95652 4.98750 -1.67877
C 0.28494 1.39703 0.15237
H -0.41283 1.87638 -5.69168
H 1.70257 -1.11909 0.63146
C 4.01453 -2.55487 -3.32521
O 4.41779 -3.59100 0.52126
O -2.06465 4.13241 1.34965
H -2.27626 0.01211 -4.11393
H 0.26967 -3.81257 -1.42925
N 4.94340 -3.64442 -2.89630
H -5.27053 3.18023 -5.87974
C -1.05592 -4.92255 1.79247
O 0.48495 -0.03892 5.14695
H -0.77288 4.90422 -5.28365
C 5.99511 -1.82428 3.17741
C 0.98271 3.93255 -3.61027
C -5.29026 -1.84532 2.87465
C -1.61283 4.54829 3.53710
H -0.66576 4.01327 3.46717
C 2.75290 0.86355 2.95812
H 3.76227 -2.69895 -4.37578
O -1.05280 0.99012 4.10621
N 4.29590 0.24779 -0.83034
H -4.23222 -1.71300 3.10078
C 4.78050 -1.78459 4.24501
C 3.44639 -3.04931 2.66942
O -4.91500 0.18983 -4.63957
H -5.66535 2.86446 -4.26195
H 1.78263 1.23445 3.28843
O -6.19582 0.94550 -6.17079
H -6.06529 -0.75422 4.72655
H 0.76211 -0.89957 2.07358
O 0.87070 -0.86268 -1.88771
C -0.39384 2.93131 -5.96531
H 6.48186 -2.33161 1.01126
C -1.38154 -0.25250 -3.55040
H 2.41595 3.99419 -1.96454
C 5.76763 -2.42870 1.81553
Br -5.96586 0.97681 2.92526
H 1.24241 1.44885 -0.36595
H -7.27367 -1.18006 3.56024
C -0.95075 3.89824 -4.90355
O 2.28460 -3.58247 2.34876
O -3.06915 2.78158 2.71727
C -2.65493 0.40901 -1.46834
O -1.81666 -3.02878 2.92000
H -2.35425 1.38702 -1.84407
H -1.25561 -0.89813 6.52396
C 3.49409 -2.44546 3.86209
H 4.73345 -1.73926 -3.40289
O 5.07067 -1.39646 5.38002
H 1.28862 4.91314 -3.97492
O 4.05521 0.50095 -1.96590
N -0.34754 -0.55165 -1.28356
H 2.72214 0.01642 2.27289
O 6.14776 -3.56096 -2.88338
H 3.15896 0.74047 3.96215
H -5.41863 -1.62799 1.81428
O -2.97711 -3.81749 1.21479
H 0.26482 -2.09933 0.99730
H -0.98750 -4.99727 0.70719
C -2.80620 0.52510 0.05661
H -0.73755 0.62221 -3.64133
N -0.71414 0.24357 4.92150
H -2.01875 3.68595 -4.95276
H -3.74022 -0.00743 0.23579
C -1.65213 -0.02477 0.86717
O 7.02246 -1.25460 3.50934
C -4.98631 2.53508 -5.04841
C 4.61001 -2.95942 1.62850
H -2.38088 -2.21780 -0.58746
H 3.23914 -2.38814 -2.57749
H -2.49202 0.16427 5.94748
Br -5.85926 -3.83294 2.92998
H -2.99775 1.53179 0.42807
H -3.29867 -2.23020 -2.10119
H 6.13304 0.28123 0.36247
H 0.59816 3.16785 -6.35011
O 4.41186 -4.72208 -2.74252
C 0.67852 -1.09091 1.00377
H -1.54896 5.61191 3.30742
C -6.22311 -0.90677 3.65888
H -1.68979 -2.88825 -2.10219
H -2.14698 -1.32501 4.97400
H 0.96524 3.26627 -1.46198
C -0.25686 -0.06700 0.18490
H -0.94097 3.07199 -6.89750
H -0.08267 -4.54000 2.09996
H 0.35834 1.73789 1.18510
C -1.69607 -0.66540 -2.03916
H -3.65485 0.23179 -1.86441
H -0.82189 -0.99789 -4.11544
H 2.63176 -2.36897 4.50779
C -1.73391 -0.54302 5.61115
N -2.08751 -3.88500 2.04425
N 3.40440 2.04783 2.24962
O 3.49588 0.11182 0.04346
H -1.55840 0.41369 1.86068
H -3.95021 2.58405 -4.71345
```

The net charge is -2. The relative energy (zero: lowest compared OMol25 entry of this formula, charge and spin) comes out at 257.99 kJ/mol. Its LUMO energy is 2.01 eV. For the orbital gap, the calculation gives 2.263 eV. The calculation puts the electronic energy at -8265.543586 a.u.

***

(3)
Computed, not measured: 8 unconnected molecules or ions with the total composition C28H56BrFN3O11P3, with ωB97M-V/def2-TZVPD.

Geometry as XYZ:
```
103
Properties=species:S:1:pos:R:3
N -1.50937 1.36578 0.38503
H 3.08144 -6.34872 1.97754
H 6.78108 -0.10749 -0.50488
H -5.82604 8.56089 -0.88445
C -1.06218 0.20605 2.90797
H 7.15089 1.21206 -1.63996
H -2.10391 0.75915 -3.46898
P -5.41009 3.56802 1.55515
H 1.97911 -4.22524 -1.12647
H 4.53559 -3.60063 -2.20504
C 5.08493 -7.23157 -4.58867
H -0.28019 -3.61139 1.98422
C 3.72712 -6.91415 1.29864
H -2.73107 3.96097 0.15837
H 4.88703 -7.12570 -6.73844
H 1.51150 -3.12187 2.40277
C -1.64039 1.32849 1.88198
H 1.83910 -4.24237 -3.52245
C 5.04313 0.93985 -1.24609
O -6.10567 3.71075 0.13857
O -2.75365 7.21387 -0.79154
O 4.14891 -0.12552 -0.96046
N -2.43429 -0.24306 -3.42288
P -0.64486 -1.02016 5.80636
C 4.41519 0.41256 4.09920
H 4.59345 -0.13932 2.02201
H 4.70773 1.43031 -2.16465
H -7.90622 9.62779 -3.72146
C -1.62269 -0.83164 -2.44448
H 3.49040 -7.33638 -3.47459
H -9.93210 6.72944 -3.34326
H 4.12756 -5.77528 -5.86200
H 4.20270 -5.35525 0.23171
H 6.48632 -0.33232 -2.22460
N -0.32571 -1.00740 2.41651
C -9.19074 7.41840 -3.75769
H 3.76210 -5.19786 -2.20678
H -9.02749 8.63432 -1.97563
C -2.45745 2.61222 2.57660
Br -1.38855 -3.06788 5.11170
H -3.07827 6.30319 -0.89682
H 4.83049 -0.52391 4.48570
C -0.72454 0.15176 -0.02711
C -2.30844 1.79263 6.84781
H 2.61628 -2.66414 -3.51387
F 0.00131 -3.01596 -0.80885
C -0.40651 0.00828 -1.66285
H -4.88409 8.08864 0.55021
C -5.04350 7.89216 -0.51506
H -3.39813 9.11447 -1.18571
P -3.24070 4.04011 1.50900
H -8.53647 6.86562 -4.43973
C 0.69935 -2.32889 0.30312
H -6.85374 3.76097 3.24241
C 3.82423 0.20358 2.72023
O -7.42252 8.95385 -3.21388
C -8.38180 8.06889 -2.65454
H 6.04688 -6.71178 -4.55317
C -0.14942 -1.03600 0.92467
H 3.57245 -8.11742 -0.48656
O -5.55031 1.86265 2.01227
H -9.70827 8.17513 -4.35630
H -5.39425 6.85839 -0.59918
C 4.32343 -6.85234 -5.84197
H 1.41538 -1.81209 5.39930
H -0.41936 1.12493 -2.08245
H 2.17682 -8.25359 0.60991
H 2.12136 -0.46414 3.39035
H 4.45054 -0.54911 -0.13862
O 1.09472 -0.92447 5.74639
H 0.65187 -0.47551 -1.81851
H 3.64392 0.73468 4.80642
C -3.75679 8.08627 -1.29041
H 4.25995 -7.67201 1.88047
H -3.90488 7.87910 -2.35469
O 2.80347 -0.78199 2.77430
H 3.35039 -7.35351 -5.87057
C 0.80869 -3.46003 1.53039
H 3.37574 -4.01456 -4.39031
O 2.82789 -3.75190 -1.08977
C -2.50273 1.92496 8.25374
H 1.79752 -1.99565 0.06627
C 3.57364 -4.12042 -2.24054
H -1.84105 -1.98117 -2.25326
H 5.20707 1.16642 4.07396
H -5.45124 1.79004 3.01831
C 2.81214 -3.74120 -3.49384
O 4.68641 -6.02919 0.73930
H -3.21739 3.70119 4.67558
C 6.44970 0.40359 -1.41471
C 2.91818 -7.56464 0.19549
H -2.77391 1.72334 9.39450
O 4.33917 -6.86304 -3.43790
C -2.66267 2.76759 4.20682
C -2.07084 1.62443 5.23378
H 3.39532 1.13257 2.33220
H -7.84897 7.31103 -2.07271
H 1.11151 -4.52378 1.09835
H 2.40066 -6.80791 -0.40312
O -6.24469 4.46589 2.83611
C -1.28260 0.32644 4.55523
H 5.27339 -8.30901 -4.55491
H 4.99559 1.66684 -0.42953
```

The relative energy (zero: lowest compared OMol25 entry of this formula, charge and spin) comes out at 1763.61 kJ/mol. Its LUMO energy is -2.22 eV. For the orbital gap, the calculation gives 6.574 eV. The calculation puts the electronic energy at -5789.677698 a.u.

***

(4)
Computed, not measured: a molecular structure, C28H56Cl22O2, with ωB97M-V/def2-TZVPD.

Geometry as XYZ:
```
108
Properties=species:S:1:pos:R:3
C 4.96374 -2.06944 2.92163
C -4.60644 -1.58767 0.71171
Cl 0.12007 5.38918 -7.06946
Cl 0.92388 4.22383 4.81324
H 5.11477 -1.13313 3.44519
H -4.09409 -4.47826 -2.20246
Cl -1.41518 -3.65662 5.01704
H -1.82248 6.25992 0.95744
H -1.32528 -0.71405 0.87851
C 10.35621 2.60647 4.42301
Cl 1.23921 5.95307 1.52608
C 0.56809 -0.87468 -2.80107
H -0.87891 5.25918 -0.18622
H 1.48142 -5.54347 -1.20258
H 11.38917 2.90411 4.55258
H -2.74168 -3.31994 -2.16756
H -2.89134 0.72966 -6.21861
C 0.58004 -2.27623 -2.18195
H 0.68257 -2.16014 -1.09631
H -4.85829 -3.69680 0.23801
Cl -3.89521 -4.02141 3.49011
H 0.59651 1.89606 -1.16448
H 10.14913 1.65556 4.89849
C 0.16797 1.59927 -2.12745
C -3.11432 1.43200 -1.07302
H 2.96235 -2.03667 -1.37650
H 0.55944 -4.38896 -0.22325
H 3.84465 -3.33178 -2.13179
H -0.68950 3.87078 2.35203
C -3.37992 -1.04646 1.44805
H 5.49850 -2.88137 3.39868
Cl 6.98937 0.93867 4.34140
O -1.62245 0.10059 -2.54313
H 0.95115 1.76635 -2.86867
H -3.53643 2.43578 -0.98800
H 0.09600 3.13456 6.72382
H 2.59971 -3.22443 0.46522
Cl -2.33735 -5.76408 0.85040
H -0.38358 -2.76269 -2.36429
C -3.82178 -3.42241 -2.33609
C -4.27304 -2.83365 -0.10477
C -3.18141 -3.54453 5.03329
C 0.32693 2.82139 5.71329
C -2.32032 -0.46036 0.50166
H -5.39229 -1.80980 1.43974
H 1.60483 -0.51978 -2.83963
C -1.69780 5.96264 -0.07646
H -5.01230 -0.83679 0.02934
H 2.90144 6.27757 -0.09455
Cl -1.32251 7.40130 -1.03275
Cl 3.48256 4.19927 0.82042
C -0.28616 0.12740 -2.03523
Cl -1.07587 5.47517 -4.38345
Cl -2.39369 -1.53239 -6.59503
C 6.28376 2.21194 3.33171
H 0.18224 -0.93902 -3.82076
H -3.69778 -0.31363 2.19772
C 1.52070 -4.89863 -0.32214
Cl 5.35937 1.56273 1.97598
Cl 10.03601 2.43783 2.69167
Cl -0.55306 0.67188 -5.98237
C 1.74298 -3.15473 -2.67685
H -0.73347 2.13306 1.93289
H -2.91715 1.49767 -3.19210
H -4.04865 -3.12234 -3.35943
H 1.62546 -5.55872 0.54285
Cl -1.13563 2.13803 4.99400
Cl -5.16226 -6.61829 1.07886
Cl -3.18149 5.15870 -0.60551
O -4.55782 -2.58854 -1.47546
Cl -0.78983 3.51437 0.04067
H -2.35034 -0.11741 -4.72215
H -0.27952 -0.15622 -0.97745
C 2.88644 -3.09297 -1.66338
Cl 5.59605 -1.88539 1.28093
H -2.95474 1.53518 1.06785
C 2.69641 -3.91806 -0.36741
H 1.73861 4.98788 -0.53893
H -1.24246 3.22195 -1.70486
H -3.45235 -2.51459 5.23167
H -1.09633 2.82479 -3.40190
C -3.47134 -7.11771 0.93918
Cl 9.32615 3.83184 5.17300
H 7.09765 2.81082 2.93971
Cl -2.87792 3.08005 2.06432
H -0.63056 3.60879 -5.73981
Cl 3.23291 -2.43557 2.97667
H -2.41574 -0.97286 -0.46234
C -1.14562 3.11285 1.72640
H -3.21399 -3.10168 0.00314
H 1.41435 -4.17444 -2.88182
C -2.41721 1.05309 0.24383
H -3.55719 -4.20704 5.80309
C -1.11362 2.39215 -2.40206
H -3.95880 0.75124 -1.23215
H 1.09879 2.06183 5.69911
H -1.97562 4.60790 -6.36686
H -2.92440 -1.87360 1.99893
C -2.19145 0.02520 -5.78600
C -2.25331 1.36866 -2.32945
H -1.41424 1.49851 0.26284
H -3.37137 -7.69969 0.03146
H 2.11194 -2.76773 -3.63425
C -0.98561 4.61612 -5.92725
C 2.33849 5.42004 0.25280
H 3.60508 -4.49696 -0.17824
H -3.22250 -7.70518 1.81422
H 5.61992 2.80404 3.94985
```

Its LUMO energy is 0.10 eV. For the orbital gap, the calculation gives 9.286 eV. The calculation puts the electronic energy at -11375.003791 a.u.

***

In eV/Å, the max |F| values for the records above are, in order, 4.03, 7.95, 10.02, 4.19.